{
  "formula": "C8H14Cl21O6P2S2",
  "method": "ωB97M-V with the def2-TZVPD basis set",
  "total_charge": 1,
  "total_energy_ev": -324018.6171,
  "e_above_lowest_kcal_mol": 74.6,
  "species": ["O", "P", "O", "O", "C", "S", "S", "P", "O", "O", "O", "H", "H", "H", "H", "H", "H", "H", "C", "Cl", "Cl", "Cl", "H", "C", "Cl", "Cl", "Cl", "H", "C", "Cl", "Cl", "Cl", "H", "C", "Cl", "Cl", "Cl", "H", "C", "Cl", "Cl", "Cl", "H", "C", "Cl", "Cl", "Cl", "H", "C", "Cl", "Cl", "Cl", "H"],
  "positions_angstrom": [[-1.492, -1.432, -1.181], [-1.314, -0.152, -0.261], [-2.781, 0.848, -0.217], [0.118, 0.809, -0.686], [-1.019, -0.656, 1.598], [0.568, -1.689, 1.796], [1.670, -0.687, 3.297], [-0.133, -3.613, 2.434], [-1.441, -4.104, 1.632], [-0.697, -3.396, 4.103], [1.035, -4.900, 2.322], [-2.776, 1.369, 0.661], [0.263, 1.356, 0.148], [-1.027, 0.313, 2.254], [-1.954, -1.342, 1.875], [3.070, -0.847, 3.094], [-1.324, -2.600, 4.009], [1.509, -4.788, 1.436], [-3.000, -6.247, 5.389], [-3.474, -4.644, 5.976], [-4.433, -7.228, 5.032], [-1.971, -6.105, 3.954], [-2.429, -6.747, 6.175], [0.045, 2.460, -3.737], [-0.429, 4.063, -3.151], [-1.388, 1.479, -4.094], [1.074, 2.602, -5.172], [0.617, 1.961, -2.951], [4.109, 0.524, -3.881], [5.303, -0.361, -2.916], [2.465, 0.123, -3.358], [4.390, 2.270, -3.769], [4.221, 0.224, -4.926], [1.789, 1.514, 6.870], [1.042, 3.050, 6.398], [0.555, 0.258, 7.071], [2.995, 1.015, 5.671], [2.294, 1.656, 7.828], [4.546, 5.609, -1.092], [3.046, 4.848, -1.649], [5.628, 5.924, -2.459], [4.194, 7.110, -0.218], [5.047, 4.921, -0.406], [-0.638, -1.948, -6.013], [0.955, -1.628, -6.720], [-1.289, -3.482, -6.616], [-0.542, -1.966, -4.244], [-1.316, -1.145, -6.313], [-5.139, 2.977, -2.944], [-5.309, 2.693, -4.684], [-3.580, 3.740, -2.587], [-6.473, 3.977, -2.343], [-5.175, 2.012, -2.432]]
}

{
  "formula": "C8H14ClN2O2",
  "method": "ωB97M-V with the def2-TZVPD basis set",
  "total_charge": 1,
  "smiles": "COC(=O)[C@@H]1CCC(C)(C)/[N+]1=N\\Cl",
  "total_energy_ev": -28109.9367,
  "e_above_lowest_kcal_mol": 6.0,
  "species": ["C", "C", "C", "C", "C", "C", "C", "C", "N", "N", "O", "O", "Cl", "H", "H", "H", "H", "H", "H", "H", "H", "H", "H", "H", "H", "H", "H"],
  "positions_angstrom": [[0.865, 2.018, 0.058], [0.823, -0.353, 1.049], [0.165, -1.251, -0.003], [0.083, 0.965, 0.951], [-1.349, -0.658, -0.094], [-2.261, -1.438, 0.801], [-1.735, -0.638, -1.558], [3.066, 3.100, 0.195], [-2.052, 1.796, 0.359], [-1.170, 0.669, 0.471], [0.478, 2.421, -0.993], [2.030, 2.235, 0.712], [-3.580, 1.584, -0.133], [0.603, -0.680, 2.120], [1.856, -0.122, 1.019], [0.553, -1.111, -1.008], [0.078, -2.277, 0.402], [0.038, 1.442, 1.851], [-2.889, -2.250, 0.365], [-3.028, -0.713, 1.179], [-1.730, -1.827, 1.585], [-2.565, 0.036, -1.773], [-1.829, -1.709, -1.749], [-0.812, -0.234, -1.995], [2.864, 4.168, 0.316], [3.351, 2.870, -0.816], [3.845, 2.850, 0.843]]
}

{
  "formula": "C8H14ClN4",
  "method": "ωB97M-V with the def2-TZVPD basis set",
  "total_charge": 1,
  "total_energy_ev": -26996.9905,
  "e_above_lowest_kcal_mol": 0.0,
  "species": ["N", "C", "N", "C", "C", "C", "N", "Cl", "H", "H", "H", "H", "H", "H", "H", "H", "H", "N", "C", "C", "C", "C", "H", "H", "H", "H", "H"],
  "positions_angstrom": [[-0.927, -2.133, -0.202], [-1.639, -1.231, -0.859], [-1.983, -0.045, -0.329], [-1.113, 1.005, -1.025], [-0.285, 0.402, -2.155], [-1.103, -0.566, -3.024], [-2.055, -1.389, -2.166], [-2.012, -3.059, -2.618], [-0.104, -2.566, -0.599], [-1.153, -2.377, 0.754], [-1.786, -0.053, 0.667], [-1.745, 1.803, -1.413], [-0.487, 1.427, -0.239], [0.650, -0.051, -1.816], [0.020, 1.230, -2.796], [-1.637, -0.012, -3.795], [-0.430, -1.236, -3.557], [1.451, -0.098, 2.041], [2.515, 0.664, 1.629], [2.581, 1.762, 2.442], [1.522, 1.660, 3.385], [0.844, 0.502, 3.117], [1.164, -0.962, 1.623], [3.127, 0.359, 0.797], [3.309, 2.552, 2.372], [1.289, 2.357, 4.172], [-0.012, 0.055, 3.594]]
}

{
  "formula": "C8H14CoF6NO7S2",
  "method": "ωB97M-V with the def2-TZVPD basis set",
  "total_charge": 1,
  "s_squared": 0.759,
  "total_energy_ev": -99939.3298,
  "multiplicity": 2,
  "e_above_lowest_kcal_mol": 0.0,
  "species": ["Co", "C", "O", "C", "C", "O", "C", "C", "O", "C", "H", "H", "H", "H", "H", "H", "H", "H", "H", "H", "H", "H", "H", "H", "F", "C", "F", "F", "S", "O", "O", "N", "S", "O", "O", "C", "F", "F", "F"],
  "positions_angstrom": [[-0.374, 0.304, 0.544], [1.832, -1.673, 1.473], [0.829, -1.293, 0.509], [-0.084, -2.353, 0.167], [-0.706, -1.936, -1.142], [-1.091, -0.543, -1.022], [-0.980, 0.218, -2.257], [-0.495, 1.615, -1.909], [0.531, 1.531, -0.913], [1.849, 1.301, -1.423], [2.541, -2.340, 0.985], [2.325, -0.761, 1.795], [1.368, -2.167, 2.324], [0.460, -3.290, 0.039], [-0.818, -2.466, 0.968], [0.031, -2.018, -1.942], [-1.585, -2.531, -1.388], [-0.268, -0.296, -2.902], [-1.954, 0.236, -2.743], [-0.120, 2.114, -2.804], [-1.288, 2.218, -1.478], [2.125, 2.113, -2.095], [2.519, 1.292, -0.569], [1.911, 0.344, -1.947], [-4.516, 0.503, 3.353], [-4.227, 1.143, 2.239], [-4.565, 2.411, 2.327], [-4.833, 0.573, 1.209], [-2.410, 1.005, 1.937], [-2.063, -0.420, 1.902], [-2.097, 1.611, 0.637], [-1.808, 1.808, 3.128], [-0.246, 1.664, 3.333], [0.349, 2.814, 3.898], [0.413, 1.127, 2.114], [-0.077, 0.291, 4.612], [0.658, 0.731, 5.610], [0.519, -0.764, 4.054], [-1.270, -0.071, 5.049]]
}

{
  "formula": "C8H14FeN8O4",
  "method": "ωB97M-V with the def2-TZVPD basis set",
  "total_charge": 1,
  "s_squared": 8.771,
  "total_energy_ev": -63008.1459,
  "multiplicity": 6,
  "species": ["Fe", "N", "N", "C", "N", "N", "N", "O", "O", "H", "H", "H", "H", "H", "C", "C", "C", "C", "O", "H", "H", "H", "H", "H", "H", "H", "H", "H", "O", "N", "C", "C", "N", "C", "N"],
  "positions_angstrom": [[-0.673, 0.403, 0.545], [1.939, -0.120, 0.512], [2.479, -0.143, 1.809], [1.659, -0.100, 2.877], [2.139, -0.024, 4.105], [0.378, -0.115, 2.535], [-0.652, 0.174, 3.345], [-1.682, 0.380, 2.691], [-0.564, 0.234, 4.548], [2.143, -0.993, 0.035], [2.343, 0.651, -0.010], [3.479, -0.137, 1.937], [3.128, 0.038, 4.282], [1.489, 0.031, 4.875], [-2.118, -1.354, -2.837], [-2.474, -0.092, -2.033], [-2.171, 1.158, -2.874], [-3.965, -0.107, -1.656], [-1.714, -0.075, -0.866], [-2.604, -1.315, -3.809], [-2.441, -2.245, -2.300], [-1.038, -1.398, -2.977], [-2.660, 1.073, -3.842], [-1.097, 1.257, -3.029], [-2.534, 2.051, -2.368], [-4.573, -0.182, -2.555], [-4.218, 0.813, -1.129], [-4.177, -0.954, -1.005], [-0.091, 2.230, 0.280], [-0.569, 3.168, -0.478], [-0.229, 4.383, -0.251], [-0.777, 5.419, -1.066], [-1.216, 6.279, -1.686], [0.685, 4.725, 0.804], [1.436, 4.878, 1.660]]
}

{
  "formula": "C8H14INP2",
  "method": "ωB97M-V with the def2-TZVPD basis set",
  "smiles": "Cn1c(P(C)C)ccc1P(C)I",
  "total_energy_ev": -36691.3028,
  "e_above_lowest_kcal_mol": 0.0,
  "species": ["C", "C", "C", "C", "C", "C", "C", "C", "N", "P", "P", "I", "H", "H", "H", "H", "H", "H", "H", "H", "H", "H", "H", "H", "H", "H"],
  "positions_angstrom": [[-1.169, -0.683, -0.085], [-0.817, -1.055, -1.392], [-0.241, 0.151, 0.456], [0.369, -0.438, -1.738], [1.973, 1.166, -0.641], [0.933, -0.163, 2.941], [-1.627, 0.935, 2.682], [-0.044, -0.893, -4.472], [0.830, 0.322, -0.727], [0.051, 1.126, 1.932], [1.323, -0.542, -3.282], [2.208, -2.815, -3.046], [-2.056, -1.024, 0.416], [-1.383, -1.736, -1.999], [1.671, 2.202, -0.465], [2.628, 0.855, 0.175], [2.525, 1.108, -1.582], [1.922, -0.330, 2.522], [0.379, -1.099, 2.942], [1.043, 0.203, 3.960], [-1.915, -0.113, 2.734], [-2.349, 1.485, 2.081], [-1.613, 1.359, 3.684], [0.397, -1.203, -5.420], [-0.605, 0.028, -4.629], [-0.713, -1.673, -4.112]]
}

{
  "formula": "C8H14N2O3",
  "method": "ωB97M-V with the def2-TZVPD basis set",
  "smiles": "C[C@H](NC(=O)[C@@H]1CCCN1)C(=O)O",
  "total_energy_ev": -17643.8511,
  "e_above_lowest_kcal_mol": 68.5,
  "species": ["C", "C", "C", "C", "C", "C", "C", "C", "H", "H", "H", "H", "H", "H", "H", "H", "H", "H", "H", "H", "H", "H", "N", "N", "O", "O", "O"],
  "positions_angstrom": [[0.159, -0.609, -0.007], [0.221, 0.510, -1.023], [0.840, -1.868, -0.737], [-0.135, -2.972, -0.825], [-1.480, -2.223, -0.643], [0.393, 2.343, 0.509], [1.420, 1.622, 1.475], [-1.056, 2.532, 1.248], [-1.461, -1.256, 1.244], [0.685, -0.580, 0.906], [1.754, -2.199, -0.154], [0.945, -1.634, -1.817], [0.229, -3.909, -0.237], [-0.184, -3.385, -1.811], [-1.794, -1.710, -1.604], [-2.288, -2.911, -0.307], [0.150, 2.334, -1.652], [0.727, 3.340, 0.557], [-1.559, 1.645, 1.151], [-0.925, 2.885, 2.368], [-1.565, 3.162, 0.636], [2.319, 1.277, -0.109], [-1.174, -1.148, 0.285], [0.173, 1.790, -0.732], [-0.044, 0.166, -2.199], [1.109, 1.545, 2.636], [2.541, 1.253, 0.842]]
}

{
  "formula": "C8H14N2OsP",
  "method": "ωB97M-V with the def2-TZVPD basis set",
  "total_charge": 1,
  "s_squared": 6.037,
  "total_energy_ev": -23244.0435,
  "multiplicity": 5,
  "e_above_lowest_kcal_mol": 57.8,
  "species": ["C", "C", "C", "C", "C", "Os", "P", "H", "H", "H", "H", "H", "H", "H", "H", "C", "N", "C", "C", "N", "H", "H", "H", "H", "H", "H"],
  "positions_angstrom": [[2.769, -0.432, -1.943], [2.333, -0.750, -3.292], [0.954, -0.416, -3.444], [0.751, 0.623, -2.523], [2.028, 0.788, -1.675], [0.957, -0.994, -1.355], [1.435, -0.903, 1.089], [3.725, -0.875, -1.474], [2.827, -1.402, -4.020], [0.187, -0.771, -4.122], [2.286, 1.564, -0.796], [-0.181, 1.203, -2.322], [1.300, 0.410, 1.632], [2.855, -1.066, 1.004], [1.017, -1.696, 2.123], [-1.636, 0.403, 3.128], [-2.119, 0.123, 1.723], [-3.401, 0.806, 1.388], [-1.368, -0.260, 0.713], [-0.927, -0.630, -0.354], [-2.513, 0.731, 3.720], [-0.900, 1.242, 3.159], [-1.283, -0.535, 3.617], [-3.162, 1.794, 0.920], [-3.975, 0.061, 0.772], [-3.961, 0.978, 2.332]]
}